22
Properties=species:S:1:pos:R:3 method="wB97M-V/def2-TZVPD" e_tot_ev=-15632.00408 de_lowest_ev=5.998 lumo_energy_ev=0.69 orbital_gap_ev=8.98
C -2.9006 -2.3581 -0.4828
C -3.7285 -1.6718 0.3029
C -1.6292 -1.7018 -0.3022
C -1.8331 -0.7739 0.7017
C 0.7308 1.9695 0.3475
C 0.2615 0.7465 -0.3107
C 2.1299 1.4830 0.7798
C 0.7576 -1.7158 -0.1364
C 1.0390 -0.2499 -0.0214
O -3.1172 -0.7331 1.0869
O -0.3979 -2.1100 -0.8578
O 2.0547 0.0383 0.8868
H -3.1219 -3.0233 -1.2254
H -4.8062 -1.9051 0.3781
H 0.7474 2.8314 -0.4395
H 0.0848 2.3689 1.2834
H -1.1866 -0.0045 1.8530
H -0.6777 0.6020 -0.7694
H 2.9296 1.7593 0.1059
H 2.3459 1.8055 1.7279
H 1.5096 -2.4722 -0.5495
H 0.5957 -1.8854 0.9609



21
Properties=species:S:1:pos:R:3 method="wB97M-V/def2-TZVPD" e_tot_ev=-22373.58258 de_lowest_ev=3.004 lumo_energy_ev="-0.95 / -0.92" orbital_gap_ev="6.75 / 6.72"
C 0.6165 1.1281 2.5611
C -0.1945 2.1567 2.0070
C 0.7763 -0.0260 1.8698
C -1.0332 1.8830 0.9102
C 0.1106 -0.2886 0.7000
C -0.9254 0.6076 0.1841
C 0.4513 -1.4484 0.0064
C -1.8861 0.2589 -0.7685
C 0.8764 -0.9202 -2.6443
O 0.8463 -3.3477 -1.6047
S 0.0652 -2.1895 -1.5517
H 1.1227 1.4048 3.4596
H -0.3127 3.0451 2.5522
H 1.5139 -0.8632 2.0288
H -1.6377 2.6745 0.6572
H 1.0271 -2.1729 0.4764
H -2.6983 0.9313 -0.9745
H -1.9589 -0.6977 -1.1159
H 1.4988 -1.5056 -3.3612
H 0.2118 -0.2316 -3.2605
H 1.5300 -0.3986 -2.1313



36
Properties=species:S:1:pos:R:3 method="wB97M-V/def2-TZVPD" e_tot_ev=-73422.11247 charge=+2 de_lowest_ev=0.152 lumo_energy_ev="-8.33 / -11.36" s_squared=0.77 orbital_gap_ev="7.80 / 4.77" multiplicity=2
Al 0.1639 -0.1166 -0.0325
N 2.2574 -0.3439 0.0128
N 2.5858 -0.0357 1.3647
C 1.5150 -0.0857 2.2932
O 1.7156 -0.0878 3.4629
O 0.3229 -0.0782 1.6834
H 2.3548 -1.3479 -0.1579
H 2.9227 0.1145 -0.5962
H 3.4479 -0.4301 1.7148
C -2.9122 -2.0674 -0.0794
C -2.8890 -0.5988 -0.1718
N -1.8359 0.1815 -0.2066
C -2.1863 1.5169 -0.2821
C -3.5674 1.7495 -0.3028
S -4.3952 0.3038 -0.2391
C -1.1366 2.4414 -0.3423
C -1.2261 3.8312 -0.3163
S 0.3059 4.4991 -0.3417
C 1.0372 2.9194 -0.4030
N 0.1621 1.9404 -0.3919
C 2.5141 2.8199 -0.4678
H -1.9142 -2.4751 0.0372
H -3.3657 -2.4862 -0.9852
H -3.5428 -2.3859 0.7564
H -4.0793 2.7011 -0.3632
H -2.1211 4.4393 -0.2756
H 2.9743 3.8050 -0.4350
H 2.8185 2.3392 -1.4008
H 2.8808 2.2305 0.3784
F 0.1050 -1.5461 -0.9317
P 0.8269 -3.9181 -0.5174
F -0.4027 -4.1316 -1.4575
F 1.2893 -5.3467 -0.2673
F -0.1871 -3.7143 0.6769
F 1.6711 -3.5256 -1.7747
F 1.8903 -3.1110 0.3590



38
Properties=species:S:1:pos:R:3 method="wB97M-V/def2-TZVPD" e_tot_ev=-252152.82119 charge=+1 de_lowest_ev=0.000 lumo_energy_ev=-9.28 orbital_gap_ev=3.11
Be -5.1656 -12.7531 -4.8014
N -3.7190 -14.3437 -2.9611
O -3.6193 -15.1158 -2.0352
O -3.5015 -14.6464 -4.1473
O -4.2408 -13.1831 -2.7688
C -2.0908 -18.3805 -2.3298
Br -0.3635 -17.7711 -1.6268
Br -2.2965 -20.3384 -2.1906
Br -2.3594 -17.7288 -4.1648
H -2.8885 -17.9751 -1.7220
C -6.1130 -18.4504 -2.6291
C -5.9876 -17.0860 -3.2576
O -7.3471 -16.5920 -3.4138
C -7.4848 -15.4145 -3.9394
O -6.5387 -14.6804 -4.1760
C -8.9503 -14.9667 -4.0047
F -9.7464 -16.0179 -4.0044
F -9.1877 -14.1135 -3.0115
F -9.1192 -14.2342 -5.1136
H -6.4803 -18.3958 -1.6052
H -5.1495 -18.9541 -2.7112
H -6.8116 -19.1083 -3.1482
H -5.4213 -17.1972 -4.1821
H -5.5221 -16.3364 -2.6193
C 0.0543 -13.1776 -0.1441
C -0.5216 -13.1199 -1.5413
O 0.2858 -13.8823 -2.4422
C 0.1494 -13.7323 -3.7439
O -0.5605 -12.9086 -4.2502
C 0.9441 -14.7909 -4.5283
F 1.0159 -14.4664 -5.8229
F 2.2046 -14.8780 -4.0924
F 0.3668 -15.9884 -4.4516
H 1.1312 -13.0417 -0.2393
H -0.2732 -14.1066 0.3192
H -0.2914 -12.3884 0.5231
H -0.5578 -12.1423 -2.0250
H -1.5443 -13.5010 -1.4818



38
Properties=species:S:1:pos:R:3 method="wB97M-V/def2-TZVPD" e_tot_ev=-289381.37901 charge=+1 lumo_energy_ev="-5.47 / -6.00" s_squared=3.76 orbital_gap_ev="6.74 / 6.21" multiplicity=4
Co 1.7064 -13.3235 11.7165
N 3.6316 -13.0383 13.4668
O 4.5512 -12.9694 14.2430
O 2.8081 -13.9855 13.4316
O 3.2466 -12.2090 12.6712
C 7.9393 -14.8614 13.6180
Br 8.8610 -14.9187 11.9354
Br 9.2912 -14.6569 15.0729
Br 6.7451 -16.4067 13.9952
H 7.3271 -13.9667 13.7313
C 1.6195 -11.2343 15.4579
C 0.6553 -10.6790 14.4034
O -0.5647 -11.4009 14.4512
C -0.8190 -12.4227 13.7026
O -0.0251 -12.9620 12.9694
C -2.2233 -12.9103 13.8935
F -2.9370 -12.0803 14.6048
F -2.7837 -13.0615 12.7459
F -2.1631 -14.0922 14.4478
H 1.7933 -12.3038 15.3386
H 1.2933 -11.1136 16.4909
H 2.5713 -10.7043 15.4233
H 1.1703 -10.7069 13.4432
H 0.5009 -9.6129 14.5696
C 3.8496 -18.0248 11.8699
C 2.7406 -17.7435 12.9772
O 1.3774 -17.8406 12.4750
C 0.7120 -16.8407 11.8636
O 1.2293 -15.7134 11.6656
C -0.7572 -17.1433 11.5479
F -0.8134 -17.2412 10.1916
F -1.1387 -18.2832 12.1464
F -1.5739 -16.1452 11.9555
H 3.7621 -17.3166 11.0459
H 3.7917 -19.0505 11.5058
H 4.8029 -17.7968 12.3467
H 2.8914 -16.7051 13.2724
H 2.8959 -18.3193 13.8896



22
Properties=species:S:1:pos:R:3 method="wB97M-V/def2-TZVPD" e_tot_ev=-81033.18583 charge=+1 de_lowest_ev=3.194 lumo_energy_ev=-4.02 orbital_gap_ev=8.39
C -3.8029 -0.9698 0.2850
C -2.5094 -0.5506 -0.0847
C -1.3894 -0.3271 -0.4461
C -0.1835 0.3265 -0.5775
C 0.1669 1.3759 -1.3410
C 1.4909 1.8301 -1.4843
C 2.4147 1.4446 -0.6038
C 1.9495 0.5703 0.5789
Br 3.5385 -0.3082 1.1213
N 0.9567 -0.4120 0.1918
C 0.4861 -1.3330 1.2550
H -3.6897 -1.6870 1.1335
H -3.8555 -1.6794 -0.6201
H -4.6117 -0.2454 0.2895
H -0.5095 1.9236 -2.0126
H 1.8091 2.4125 -2.4092
H 3.5459 1.7743 -0.6179
H 1.5394 1.2574 1.4070
H 1.3716 -1.0611 -0.6037
H -0.3603 -1.9779 0.9274
H 1.4243 -1.7915 1.6583
H 0.2184 -0.5724 1.9531



34
Properties=species:S:1:pos:R:3 method="wB97M-V/def2-TZVPD" e_tot_ev=-103122.60342 charge=+2 lumo_energy_ev="-8.02 / -11.81" s_squared=6.03 orbital_gap_ev="7.01 / 3.25" multiplicity=5
C 3.8543 -0.7881 1.2145
O 4.0196 -0.1348 -0.0794
C 2.9739 0.8707 -0.2251
C 1.5588 0.2789 -0.6525
C 0.2156 0.9357 -0.1582
P 0.1202 2.4851 0.9066
O 1.4207 3.2587 1.0711
O -0.6803 2.0824 2.3334
O -0.9403 3.5523 0.0612
C -1.1872 0.3027 -0.5442
C -2.5898 0.8650 -0.0443
P -3.3716 -0.5659 0.9840
O -3.8608 0.0478 2.3213
O -4.7161 -1.2588 0.2362
O -2.1746 -1.7129 1.4397
C -1.3048 -0.9803 -1.4831
N -2.4887 -1.6497 -1.9512
S -1.8182 -2.8924 -2.9448
N -0.1074 -2.7348 -2.8889
C 0.0213 -1.6060 -2.0031
C 1.4017 -0.9862 -1.5907
Cl 2.8570 -1.8564 -2.3293
H 4.2094 -1.8855 1.1719
H 4.4843 -0.2514 2.0189
H 2.7477 -0.8465 1.5450
H 3.3311 1.7518 -0.8762
H 2.8402 1.2745 0.8511
H -0.1781 2.3567 3.1340
H -0.7771 3.3723 -0.9019
H -2.5294 1.7340 0.6847
H -3.3335 1.0439 -0.9038
H -5.4880 -0.8835 0.7370
H -1.8481 -1.4141 2.3232
Fe 3.3384 -3.7649 -3.4573



34
Properties=species:S:1:pos:R:3 method="wB97M-V/def2-TZVPD" e_tot_ev=-66222.66652 lumo_energy_ev=0.13 orbital_gap_ev=11.01
C -4.5669 -1.5043 -3.8043
C -3.7365 -1.5307 -2.9455
C -2.7479 -1.5430 -1.8715
O -2.1407 -2.7806 -1.4832
C -1.8669 -2.6554 -0.1551
O -1.1442 -3.3097 0.5052
O -2.5456 -1.5760 0.3806
C -3.5137 -1.2427 -0.5656
Cl -4.8375 -2.4554 -0.3555
H -5.4235 -1.3114 -4.4043
H -2.0041 -0.7852 -2.1268
H -3.9464 -0.2537 -0.5101
O 1.1146 0.5139 -4.3868
S 1.4303 1.3059 -3.2535
O 1.6019 2.7086 -3.3624
O 2.6860 0.6588 -2.5191
C 2.3761 0.3481 -1.1434
C 0.8904 0.0677 -1.1668
O 0.3574 1.0254 -2.0983
H 2.6129 1.2170 -0.5314
H 2.9632 -0.4989 -0.8131
H 0.4291 0.1968 -0.1945
H 0.6715 -0.9350 -1.5432
O 4.0254 -0.0543 3.1046
S 2.7275 0.2992 2.6673
O 2.1758 -0.2651 1.4849
O 2.6358 1.8913 2.5796
C 1.5541 2.3772 3.3905
C 1.4399 1.3572 4.5046
O 1.6782 0.1014 3.8490
H 0.6499 2.4098 2.7802
H 1.7875 3.3746 3.7509
H 0.4592 1.3463 4.9703
H 2.2076 1.5021 5.2665



24
Properties=species:S:1:pos:R:3 method="wB97M-V/def2-TZVPD" e_tot_ev=-28682.08246 charge=+1 de_lowest_ev=3.297 lumo_energy_ev=-6.02 orbital_gap_ev=6.39
C -2.4589 -0.1157 0.2315
C -1.7171 1.4631 1.8394
C -3.6138 0.6765 0.1150
C -2.9063 2.1488 1.6317
C -1.4555 0.2784 1.1807
C 3.7125 -1.3297 -2.7172
C 2.7866 -0.5199 -2.0385
C -0.2238 -0.5576 1.2053
C 2.6274 -0.2855 -0.5711
N -3.8179 1.7632 0.8330
N 0.4142 -0.8760 -0.0864
I 3.5843 -1.4720 0.8517
I 2.4696 1.7205 -0.0587
H -2.3489 -1.0942 -0.3572
H -1.1290 1.8687 2.7221
H -4.3193 0.5464 -0.6219
H -3.0150 3.1590 2.0470
H 3.8812 -1.4731 -3.7521
H 4.4956 -1.9225 -2.1856
H 2.0694 0.0614 -2.5795
H 0.6305 -0.3138 1.8369
H -0.5011 -1.6470 1.5780
H 0.1561 -0.2452 -0.8926
H 0.6791 -1.8336 -0.2117



26
Properties=species:S:1:pos:R:3 method="wB97M-V/def2-TZVPD" e_tot_ev=-27290.69767 charge=-1 de_lowest_ev=0.847 lumo_energy_ev="2.23 / 2.23" orbital_gap_ev="5.90 / 5.90"
C -1.2616 1.2764 -2.2794
C -0.5050 -1.1280 -0.0777
C 0.1852 -0.0404 0.2850
C 2.2354 -1.0745 -0.9310
C -1.5542 2.4815 -1.4129
C -0.0661 2.3922 -1.2499
C -1.9828 -1.2768 0.3579
C 2.2435 -0.3241 1.5403
C 1.6745 -0.0976 0.1842
N 0.0938 1.3386 -2.1160
O 1.9462 -0.7292 -2.2117
O -1.9515 0.5250 -2.8731
O 2.8909 -2.0985 -0.7234
O -0.3147 1.0311 0.7487
I 1.3990 3.7845 -0.7523
H -0.1907 -2.0519 -0.5292
H -1.8949 3.3885 -1.9237
H -2.2679 2.4699 -0.5640
H -2.1838 -2.2461 0.7489
H -2.6400 -1.1964 -0.4611
H -2.3977 -0.3814 1.0557
H 3.3187 -0.7613 1.2130
H 2.5481 0.5556 2.0668
H 1.5566 -0.9991 2.1041
H 2.0989 0.8263 -0.3525
H 1.2505 0.1224 -2.1396



21
Properties=species:S:1:pos:R:3 method="wB97M-V/def2-TZVPD" e_tot_ev=-10993.95266 de_lowest_ev=6.252 lumo_energy_ev=1.15 orbital_gap_ev=8.86
C 3.3122 -1.4629 -0.5922
N 2.4505 -1.0598 0.2515
C 1.7352 0.1456 0.0058
C 1.3196 0.9031 1.3229
C 0.2100 0.4144 0.5148
C -0.4214 -0.6129 -0.2862
C -1.9535 -0.4454 -0.1899
C -2.4958 0.4192 0.8914
C -2.4526 0.9541 -0.5510
C 0.5002 0.4947 -0.8889
H 3.8962 -2.3959 -0.4537
H 3.3728 -0.9925 -1.5853
H 1.4666 1.9369 1.2490
H 1.4371 0.4149 2.2736
H -0.0426 -1.6164 -0.2348
H -2.4256 -1.3035 -0.6086
H -1.7737 0.6267 1.6379
H -3.5040 0.1348 1.1392
H -3.3003 1.0077 -1.1862
H -1.6462 1.5212 -0.9245
H 0.3154 0.9160 -1.7847



22
Properties=species:S:1:pos:R:3 method="wB97M-V/def2-TZVPD" e_tot_ev=-12476.05899 charge=+1 de_lowest_ev=4.757 lumo_energy_ev="-3.31 / -7.29" s_squared=2.09 orbital_gap_ev="10.00 / 7.71" multiplicity=3
C -1.5352 -3.1233 -0.6781
C -1.5583 -1.8450 -0.4564
C -2.5506 1.5138 0.4608
C -2.5446 0.0974 0.7360
C 1.7687 0.8159 -0.9783
C 2.3279 0.0302 0.3273
C 0.4377 0.2280 -1.1674
C 1.1234 -0.7211 0.8515
C -1.4244 -0.5717 0.0419
N -2.3107 2.5744 0.1136
N -0.0949 0.0370 0.2255
H -2.3938 0.0696 1.7785
H -3.4447 -0.3151 0.4154
H 1.6101 1.8094 -0.9184
H 2.5228 0.5748 -1.8677
H 3.0830 -0.7116 0.2121
H 2.5646 0.6162 1.1815
H -0.3675 0.9193 -1.5958
H 0.6033 -0.6324 -1.7828
H 1.2131 -1.6969 0.4518
H 0.9552 -0.6117 1.8662
H 0.0149 0.9425 0.7825